11
Properties=species:S:1:pos:R:3:forces:R:3 method="wB97M-V/def2-TZVPD" relative_energy_kcal_mol=0.0 gap_ev=8.67 total_charge=-1
C -1.3822 -1.2829 -0.5445 -1.3 -1.4 -0.9
N -1.7912 -2.3069 -0.9314 0.6 1.5 0.7
N -2.5923 0.9982 0.3900 -0.6 -0.4 0.8
N -0.8361 -0.1276 -0.1725 0.6 0.1 -0.2
N -1.3613 0.8651 0.5503 -2.1 0.9 0.5
N 2.7228 0.1103 -0.0440 -0.4 -1.2 -1.5
O 1.7396 -0.4293 0.4905 -1.1 -0.6 2.2
O 3.8224 0.1296 0.4725 1.0 0.3 1.1
O 2.5365 0.4770 -1.1952 0.4 1.5 -1.8
H 0.1729 -0.1061 -0.0926 1.5 -0.4 0.1
H -3.0312 1.6726 1.0770 1.5 -0.4 -0.9

20
Properties=species:S:1:pos:R:3:forces:R:3 method="wB97M-V/def2-TZVPD" relative_energy_kcal_mol=32.6 smiles="C=C(N)CCC.O" gap_ev=8.89
C -0.8006 1.8470 0.4570 0.4 -0.3 -0.2
C -0.4207 1.2046 -0.6642 -0.6 0.4 2.0
N 0.3949 1.7827 -1.6329 0.0 -0.5 -0.4
C -0.7963 -0.2475 -0.8435 -0.3 0.6 -0.9
C 0.3525 -1.1852 -0.4465 0.6 -0.3 -1.0
C 0.8181 -2.0854 -1.6121 0.0 -0.2 0.3
H -1.5299 1.4233 1.1299 0.2 -0.4 0.1
H -0.3280 2.7480 0.8258 -0.2 0.4 -0.5
H 0.5024 1.1764 -2.4263 0.4 0.0 -0.2
H 1.2637 2.1955 -1.3463 0.1 0.2 0.2
H -1.7184 -0.4880 -0.3201 0.0 0.1 0.1
H -1.0184 -0.3458 -1.9152 0.0 -0.4 0.0
H 1.2251 -0.6076 -0.1358 -0.2 0.1 0.2
H 0.0833 -1.8519 0.3698 -0.1 0.2 0.2
H 0.1698 -2.9595 -1.6825 0.0 0.0 -0.2
H 0.8550 -1.5963 -2.5864 -0.2 0.2 0.1
H 1.8277 -2.4540 -1.4417 0.1 -0.1 0.2
O -0.5842 0.5823 4.5242 -0.8 -0.9 -0.4
H -0.3667 -0.2911 4.8660 0.0 0.1 0.0
H 0.0709 1.1528 4.8809 0.9 0.8 0.5

60
Properties=species:S:1:pos:R:3:forces:R:3 method="wB97M-V/def2-TZVPD" gap_ev=7.72
C -0.3366 -0.2346 3.7336 0.2 1.0 1.1
O 0.3842 -0.0244 2.5268 -0.2 -0.9 -0.3
C -0.0937 -0.8286 1.4278 -0.8 -0.1 0.1
C -1.3555 -0.1230 0.8528 0.0 0.7 0.1
O -2.4880 -1.0314 0.7433 1.3 -0.3 -0.8
N -3.5815 -0.5487 1.4547 -1.4 1.1 0.0
O -4.2951 0.0801 0.7642 0.4 -0.6 0.6
P -0.6295 -2.5782 1.9979 0.9 -1.0 0.5
N 0.5674 -3.3909 2.6864 -1.1 0.8 -0.4
C 1.1353 -1.0458 0.4995 0.0 0.5 -0.1
N 1.9992 0.1259 0.2808 -1.2 -0.1 0.3
C 1.3348 1.3526 -0.0945 1.8 1.8 0.0
Br 0.8086 1.3605 -2.0176 0.0 -0.2 1.3
C 2.4471 2.4982 0.0932 -0.4 -0.6 -1.5
C 3.7416 2.1930 -0.7031 0.1 0.4 0.0
Br 1.7014 4.1779 -0.7107 0.3 -0.2 1.0
P 0.8513 -2.1656 -1.0339 1.2 -0.6 -0.3
O 2.1209 -1.6756 -2.0581 -1.7 -0.2 1.0
I -1.1683 -1.6214 -2.2522 -0.1 0.2 -0.4
H -1.4308 -0.3011 3.5948 0.4 -0.2 -0.1
H 0.0615 -1.0768 4.3277 -0.3 0.1 -0.5
H -0.1688 0.6676 4.3525 -0.1 -0.4 -0.3
H -1.1708 0.3749 -0.1146 -0.2 -0.5 0.3
H -1.6709 0.6756 1.5516 0.4 -0.3 -0.2
H -1.1121 -3.1841 0.7945 0.1 0.5 0.4
H -1.7794 -2.4634 2.8355 0.3 0.2 -0.6
H 0.2350 -3.5994 3.6280 0.4 -0.2 0.0
H 1.7815 -1.7060 1.1075 -0.4 0.0 -0.3
H 2.4304 0.3137 1.1853 0.1 0.0 -0.1
H 0.5078 1.6842 0.5589 -0.1 -0.5 -0.6
H 2.6354 2.6996 1.1574 -0.3 -0.1 -0.4
H 3.6023 2.4944 -1.7531 0.0 -0.2 0.4
H 4.0258 1.1305 -0.6967 -0.3 0.3 0.2
H 4.5870 2.7842 -0.3157 -0.4 -0.2 0.0
H 2.8986 -1.7632 -1.4964 0.5 0.1 -0.1
C -0.0817 6.8132 1.3946 0.0 0.1 0.0
Cl -0.3277 6.6711 3.1400 0.0 0.0 -0.1
Cl -1.4297 7.6747 0.6433 0.1 -0.1 0.0
Cl 1.4487 7.6205 1.0438 -0.1 -0.1 0.0
H -0.0395 5.8144 0.9748 0.0 0.1 0.0
C -0.1333 2.9555 -5.8093 0.1 0.1 0.1
Cl -1.2270 3.6493 -4.6082 0.0 -0.1 -0.1
Cl 1.0794 4.1413 -6.3067 -0.1 -0.1 0.0
Cl 0.6413 1.5009 -5.1747 0.0 0.0 -0.3
H -0.7155 2.6778 -6.6793 0.0 0.0 0.0
C 3.3713 -5.3315 0.2079 0.0 0.0 -0.2
Cl 3.1741 -3.6333 0.6532 0.4 -0.3 0.1
Cl 2.9318 -5.5837 -1.4841 0.0 0.0 0.1
Cl 5.0272 -5.8690 0.5116 -0.1 0.0 0.0
H 2.7024 -5.9187 0.8263 0.0 0.1 0.0
C -3.9310 1.1351 -6.3404 0.0 0.0 0.2
Cl -2.6043 0.1235 -5.7560 -0.1 0.1 -0.1
Cl -4.7465 1.9356 -4.9937 0.0 -0.1 -0.1
Cl -3.3488 2.3249 -7.5130 0.0 -0.1 0.0
H -4.6493 0.4962 -6.8395 0.0 0.0 0.0
C -3.1704 -4.9660 4.6929 0.0 0.0 -0.2
Cl -2.1390 -5.5680 3.3923 -0.1 0.0 0.1
Cl -2.3749 -3.6368 5.5485 0.0 0.0 0.0
Cl -4.7359 -4.4481 4.0598 0.1 0.0 0.1
H -3.3370 -5.7719 5.3974 0.0 0.1 0.0

94
Properties=species:S:1:pos:R:3:forces:R:3 method="wB97M-V/def2-TZVPD" relative_energy_kcal_mol=0.1 gap_ev=5.74 total_charge=-2
Pd -0.1134 -1.1186 0.9130 0.1 0.1 0.1
O 0.0146 -2.8668 3.6894 0.0 0.0 0.0
S 0.8611 -1.7533 4.0327 0.0 0.0 0.0
O 1.8863 -2.0090 5.0304 0.0 0.0 0.0
N 1.4023 -1.0995 2.6808 0.0 -0.1 0.0
C 2.3681 -0.1237 2.6839 0.0 0.0 0.0
C 3.2295 0.2108 3.7234 0.0 0.0 0.0
C 4.1560 1.2624 3.6112 0.0 0.0 0.0
C 4.2726 2.0126 2.4756 0.0 0.0 0.0
C 3.4373 1.7059 1.3761 0.0 0.0 0.0
C 3.4727 2.4450 0.1718 0.0 0.0 0.0
C 2.6380 2.1186 -0.8550 0.0 0.0 0.0
C 1.7531 1.0365 -0.6821 0.0 0.0 0.0
N 1.6862 0.3421 0.4257 0.0 0.0 0.0
C 2.5041 0.6487 1.4650 0.0 0.0 0.0
C -0.1838 -0.4718 4.6986 0.0 0.0 0.0
C 0.2266 0.2879 5.7830 0.0 0.0 0.0
C -0.5612 1.3538 6.2057 0.0 0.0 0.0
C -1.7394 1.6567 5.5410 0.0 0.0 0.0
C -2.1451 0.8914 4.4530 0.0 0.0 0.0
C -1.3703 -0.1777 4.0341 0.0 0.0 0.0
H 3.1860 -0.3546 4.6407 0.0 0.0 0.0
H 4.7869 1.4795 4.4665 0.0 0.0 0.0
H 4.9754 2.8340 2.4016 0.0 0.0 0.0
H 4.1669 3.2744 0.0895 0.0 0.0 0.0
H 2.6364 2.6651 -1.7887 0.0 0.0 0.0
H 1.0799 0.7458 -1.4812 0.0 0.0 0.0
H 1.1526 0.0372 6.2830 0.0 0.0 0.0
H -0.2386 1.9631 7.0416 0.0 0.0 0.0
H -2.3295 2.5123 5.8470 0.0 0.0 0.0
H -3.0310 1.1577 3.8904 0.0 0.0 0.0
H -1.6473 -0.7635 3.1650 0.0 0.0 0.0
C -0.9387 -4.7171 -2.7479 0.0 0.0 0.0
N 0.3551 -4.0307 -2.8379 0.0 -0.1 -0.1
N 0.4224 -3.0264 -3.8193 0.0 0.0 0.0
C 1.1538 -1.9157 -3.3123 -0.1 0.0 0.0
O 1.4766 -0.9562 -3.9935 0.0 0.0 0.0
C 1.4005 -2.2483 -1.9326 0.0 0.0 0.0
C 0.8700 -3.4649 -1.6829 0.0 0.1 0.0
C 0.7190 -4.1651 -0.3811 0.0 0.0 0.0
C 0.4397 -3.4019 -5.1691 0.0 0.0 0.0
C 0.6911 -4.7198 -5.5508 0.0 0.0 0.0
C 0.6822 -5.0676 -6.8935 0.0 0.0 0.0
C 0.4374 -4.1134 -7.8693 0.0 0.0 0.0
C 0.1994 -2.7994 -7.4847 0.0 0.0 0.0
C 0.1916 -2.4370 -6.1486 0.0 0.0 0.0
H -1.2451 -5.0148 -3.7482 0.0 0.0 0.0
H -1.6936 -4.0865 -2.2764 0.0 0.0 0.0
H -0.7993 -5.6166 -2.1501 0.0 0.0 0.0
H 1.8746 -1.6047 -1.2120 0.0 0.0 0.0
H 1.3044 -3.6577 0.3830 0.0 0.0 0.0
H 1.0259 -5.2112 -0.4523 0.0 0.0 0.0
H -0.3283 -4.1153 -0.0699 0.0 0.0 0.0
H 0.9083 -5.4580 -4.7917 0.0 0.0 0.0
H 0.8777 -6.0955 -7.1750 0.0 0.0 0.0
H 0.4320 -4.3885 -8.9166 0.0 0.0 0.0
H 0.0065 -2.0427 -8.2354 0.0 0.0 0.0
H 0.0068 -1.4194 -5.8410 0.0 0.0 0.0
C -1.5630 2.0931 -5.0883 0.0 0.0 0.0
C -1.7565 1.2397 -3.8638 0.0 0.0 0.0
C -1.5974 1.7797 -2.5869 0.0 0.0 0.0
C -1.6808 0.9868 -1.4555 0.0 0.0 0.0
C -1.9485 -0.3710 -1.5974 0.0 0.0 0.0
C -2.1505 -0.9183 -2.8508 0.0 0.0 0.0
C -2.0475 -0.1120 -3.9787 0.0 0.0 0.0
S -1.9322 -1.4467 -0.1448 0.0 -0.1 -0.1
C -3.3945 -0.7671 0.6399 0.0 0.0 0.0
O -2.3760 -2.7819 -0.6810 0.0 0.0 0.0
H -1.8640 3.1258 -4.9045 0.0 0.0 0.0
H -2.1401 1.7128 -5.9331 0.0 0.0 0.0
H -0.5095 2.1017 -5.3813 0.0 0.0 0.0
H -1.4025 2.8411 -2.4751 0.0 0.0 0.0
H -1.5661 1.4198 -0.4653 0.0 0.0 0.0
H -2.3763 -1.9726 -2.9310 0.0 0.0 0.0
H -2.1914 -0.5474 -4.9628 0.0 0.0 0.0
H -4.2322 -0.8743 -0.0507 0.0 0.0 0.0
H -3.2161 0.2800 0.8978 0.0 0.0 0.0
H -3.5553 -1.3636 1.5377 0.0 0.0 0.0
O -3.4055 4.3927 1.6384 0.0 0.0 0.0
C -2.6058 3.4463 1.7356 -0.1 -0.1 0.2
O -2.6873 2.2876 1.2651 0.0 0.0 -0.1
C -1.3519 3.7058 2.5964 0.1 0.0 -0.1
C -0.2990 2.7948 2.6298 0.0 0.0 0.0
C 0.8082 3.0106 3.4436 0.0 0.0 -0.1
C 0.8790 4.1421 4.2369 0.0 0.0 0.0
C -0.1732 5.0455 4.1854 0.0 0.0 0.0
C -1.2810 4.8513 3.3767 0.0 0.0 0.0
N -0.1033 6.2477 5.0246 0.0 0.0 0.0
O 0.8861 6.4100 5.7237 0.0 0.0 0.0
O -1.0312 7.0359 4.9920 0.0 0.0 0.0
H -0.3744 1.9012 2.0180 0.0 0.0 0.0
H 1.6110 2.2874 3.4796 0.0 0.0 0.0
H 1.7218 4.3275 4.8859 0.0 0.0 0.0
H -2.0959 5.5592 3.3400 0.0 0.0 0.0

The records above yield E_HOMO values of -4.97 -7.99 -8.41 -1.94 eV, respectively.